Entry 1:
This record from the OMol25 dataset describes a structure of composition C57H51CrNOP4S2. The level of theory is ωB97M-V/def2-TZVPD.

```
117
Properties=species:S:1:pos:R:3:forces:R:3
Cr 0.167 -0.349 0.226 -0.2 -0.1 1.3
S 0.296 -2.268 1.733 0.1 0.2 -0.2
P -1.604 -1.666 2.074 -0.4 -0.1 -0.3
C -1.712 -0.081 1.295 0.8 -0.2 0.9
P -1.035 1.200 2.300 -0.5 0.3 -0.2
S 0.972 1.054 2.153 0.1 -0.2 -0.2
C -1.534 1.273 4.036 0.1 -0.2 -0.1
C -2.886 1.127 4.336 0.1 0.0 0.0
C -3.307 1.229 5.650 -0.1 0.0 0.0
C -2.385 1.491 6.655 0.0 0.0 0.1
C -1.042 1.651 6.351 0.0 0.0 0.1
C -0.610 1.534 5.039 0.0 0.0 -0.1
C -1.726 2.761 1.672 -0.1 -0.2 0.0
C -2.226 2.821 0.375 0.0 0.1 0.1
C -2.840 3.978 -0.075 0.0 0.0 -0.1
C -2.963 5.073 0.771 0.0 0.0 0.0
C -2.454 5.019 2.059 0.1 0.0 0.0
C -1.835 3.863 2.514 0.1 0.0 -0.1
C -2.861 -2.685 1.256 0.0 0.1 0.0
C -3.961 -2.062 0.672 0.1 -0.1 0.0
C -5.006 -2.826 0.173 0.0 0.0 0.0
C -4.956 -4.209 0.263 -0.1 0.0 0.0
C -3.859 -4.832 0.844 0.1 -0.1 0.0
C -2.816 -4.073 1.350 0.1 0.1 0.0
C -1.934 -2.074 3.818 0.0 0.3 -0.1
C -3.192 -2.533 4.203 0.0 0.1 0.0
C -3.405 -2.937 5.511 -0.1 0.0 0.0
C -2.373 -2.878 6.435 0.0 0.0 0.1
C -1.121 -2.418 6.052 0.0 0.0 0.0
C -0.896 -2.019 4.745 -0.1 0.0 0.0
H -3.594 0.940 3.535 -0.1 0.0 0.1
H -4.355 1.109 5.893 0.0 0.0 0.0
H -2.718 1.572 7.682 0.0 0.0 0.0
H -0.328 1.859 7.138 0.0 0.0 0.0
H 0.435 1.655 4.783 0.0 0.0 0.1
H -2.125 1.953 -0.265 -0.1 0.0 0.0
H -3.235 4.029 -1.082 0.0 0.0 0.0
H -3.469 5.967 0.430 0.0 0.0 0.0
H -2.547 5.874 2.717 0.0 0.0 0.0
H -1.440 3.817 3.521 -0.1 0.0 0.0
H -3.983 -0.982 0.617 0.0 0.0 0.0
H -5.860 -2.340 -0.281 0.0 0.0 0.0
H -5.779 -4.805 -0.110 0.0 0.0 0.0
H -3.811 -5.912 0.897 0.0 0.0 0.0
H -1.964 -4.547 1.824 0.0 -0.1 0.0
H -3.993 -2.599 3.478 0.0 0.0 0.1
H -4.377 -3.311 5.806 0.0 0.0 0.0
H -2.543 -3.197 7.455 0.0 0.0 0.0
H -0.311 -2.380 6.770 0.0 0.0 0.0
H 0.085 -1.687 4.430 0.0 0.0 0.0
C 0.987 -2.107 -2.837 0.2 0.1 0.0
N 0.787 -1.106 -3.851 -0.1 -0.1 0.2
C 0.156 0.140 -3.519 0.0 0.0 0.0
P 0.714 0.939 -1.910 0.5 0.2 -0.9
C 0.564 2.640 -2.578 -0.3 0.0 0.3
C -0.716 3.089 -2.896 0.1 -0.1 0.0
C -0.902 4.360 -3.419 -0.1 0.1 0.0
C 0.187 5.191 -3.629 0.0 0.0 0.0
C 1.462 4.749 -3.304 0.0 0.0 0.0
C 1.653 3.484 -2.771 0.0 0.0 0.0
C 2.496 0.550 -1.990 0.0 0.1 0.2
C 3.127 0.059 -0.846 -0.1 0.1 -0.1
C 4.458 -0.329 -0.883 0.1 -0.1 0.0
C 5.169 -0.230 -2.069 0.0 0.0 0.0
C 4.548 0.251 -3.214 0.0 0.0 -0.1
C 3.219 0.638 -3.179 0.0 -0.1 0.0
C 0.916 -1.476 -5.193 0.0 0.0 -0.1
C 1.776 -2.519 -5.563 0.0 0.0 0.1
C 1.897 -2.899 -6.889 0.0 0.0 0.0
C 1.192 -2.239 -7.885 0.0 0.0 0.0
C 0.363 -1.188 -7.530 0.0 0.0 0.0
C 0.216 -0.811 -6.204 -0.1 0.1 0.0
P -0.221 -2.101 -1.413 -0.1 -0.9 -1.0
C -1.795 -2.049 -2.323 0.0 0.2 0.1
C -2.074 -2.932 -3.364 0.0 0.1 0.0
C -3.232 -2.778 -4.109 0.0 -0.1 0.0
C -4.107 -1.736 -3.832 0.0 0.0 0.0
C -3.827 -0.847 -2.806 0.0 0.1 0.0
C -2.676 -1.004 -2.050 0.0 -0.1 0.0
C 0.087 -3.855 -1.004 0.0 0.0 0.2
C -0.894 -4.833 -1.080 0.0 0.1 0.0
C -0.575 -6.162 -0.831 0.0 -0.1 0.0
C 0.722 -6.523 -0.508 0.0 0.0 0.0
C 1.706 -5.546 -0.422 0.1 0.0 0.0
C 1.391 -4.221 -0.660 0.0 0.0 0.0
H 1.991 -2.062 -2.392 0.0 -0.1 0.0
H 0.880 -3.094 -3.284 0.0 0.0 0.0
H -0.939 0.069 -3.485 0.0 0.1 -0.1
H 0.409 0.861 -4.294 0.0 0.0 0.0
H -1.571 2.441 -2.731 0.0 0.0 0.0
H -1.900 4.704 -3.660 0.0 0.0 0.0
H 0.044 6.181 -4.042 0.0 0.0 0.0
H 2.316 5.396 -3.458 0.0 0.0 0.0
H 2.647 3.168 -2.489 0.0 0.0 0.0
H 2.586 -0.001 0.096 0.1 0.0 0.0
H 4.939 -0.704 0.012 0.0 0.0 0.0
H 6.207 -0.531 -2.102 0.0 0.0 0.0
H 5.101 0.322 -4.142 0.0 0.0 0.0
H 2.741 0.998 -4.082 0.0 0.0 0.0
H 2.376 -3.027 -4.820 0.0 0.0 0.0
H 2.562 -3.715 -7.141 0.0 0.0 0.0
H 1.292 -2.540 -8.919 0.0 0.0 0.0
H -0.191 -0.655 -8.293 0.0 0.0 0.0
H -0.470 -0.009 -5.966 0.0 0.0 0.0
H -1.382 -3.731 -3.602 0.0 0.0 0.0
H -3.449 -3.471 -4.911 0.0 0.0 0.0
H -5.004 -1.616 -4.425 0.0 0.0 0.0
H -4.505 -0.028 -2.599 0.0 0.0 0.0
H -2.448 -0.315 -1.242 -0.1 0.0 0.0
H -1.910 -4.563 -1.326 -0.1 0.0 0.0
H -1.348 -6.918 -0.890 0.0 0.0 0.0
H 0.970 -7.559 -0.319 0.0 0.0 0.0
H 2.721 -5.818 -0.166 0.0 0.0 0.0
H 2.162 -3.465 -0.550 0.0 0.0 0.0
O 0.749 3.016 0.030 0.2 0.5 -0.1
H 1.361 3.079 0.771 -0.1 0.0 0.2
H 0.354 3.888 -0.096 0.2 0.0 0.0
```
Forces are in eV/Å.

- Relative energy (zero: lowest compared OMol25 entry of this formula, charge and spin): 240.2 kJ/mol
- ⟨S²⟩: 4.2103
- LUMO (spin up / spin down): -3.53 / -2.20 eV
- Total charge: +1
- 2S+1: 4
- Kohn-Sham gap (spin up / spin down): 6.2 / 7.6 eV

Entry 2:
This record from the OMol25 dataset describes the molecule C4H8O. The level of theory is ωB97M-V/def2-TZVPD.

```
13
Properties=species:S:1:pos:R:3:forces:R:3
C 1.052 -0.267 -1.655 -0.4 0.7 -1.2
C 0.178 0.509 -0.724 0.4 -0.7 1.9
C -0.599 -0.065 0.221 0.0 0.9 0.1
O -1.272 -1.238 0.039 0.5 -0.3 -0.7
C -0.708 0.519 1.614 0.8 0.9 -1.0
H 0.733 -1.310 -1.687 0.2 0.1 -0.2
H 1.088 0.193 -2.657 -0.4 -0.5 0.0
H 2.098 -0.163 -1.361 -0.1 -0.3 0.5
H 0.534 1.489 -0.417 0.0 0.0 -0.3
H -1.176 -1.770 0.827 -0.2 -0.3 0.4
H -0.016 -0.035 2.254 -0.4 -0.2 0.2
H -0.216 1.493 1.506 -0.4 0.0 0.4
H -1.698 0.646 2.040 -0.1 -0.3 0.0
```
Forces are in eV/Å.

- Relative energy (zero: lowest compared OMol25 entry of this formula, charge and spin): 108.8 kJ/mol
- LUMO: 0.88 eV
- Total charge: 0
- SMILES: C/C=C(/C)O
- 2S+1: 1
- Kohn-Sham gap: 9.3 eV

Entry 3:
This record from the OMol25 dataset describes the molecule C2H4N6. The level of theory is ωB97M-V/def2-TZVPD.

```
12
Properties=species:S:1:pos:R:3:forces:R:3
C -0.596 1.015 0.843 2.3 -0.1 -0.1
C 0.005 -0.580 -0.957 -1.4 1.3 -0.5
H -0.639 2.191 2.238 0.9 0.0 4.0
H 1.318 -2.052 -0.365 -0.4 2.1 1.7
H 0.568 -1.924 -2.119 -3.6 1.9 -0.2
H -1.015 1.211 -1.284 0.5 -0.4 0.8
N -0.968 2.081 1.365 -2.6 1.0 -5.2
N 0.228 0.229 1.764 1.1 -1.4 -4.0
N 0.982 -0.611 1.170 0.9 -1.6 3.6
N 0.877 -1.128 -0.031 -0.4 0.2 -1.6
N -0.349 -1.170 -2.035 4.0 -1.6 0.1
N -0.410 0.738 -0.589 -1.2 -1.3 1.4
```
Forces are in eV/Å.

- Relative energy (zero: lowest compared OMol25 entry of this formula, charge and spin): 228.2 kJ/mol
- LUMO: -0.13 eV
- Total charge: 0
- SMILES: [H]/N=c1\nn[nH]/c(=N\[H])[nH]1
- 2S+1: 1
- Kohn-Sham gap: 9.8 eV

Entry 4:
This record from the OMol25 dataset describes a cluster of 7 separate species, C40H37BNO14P in total. The level of theory is ωB97M-V/def2-TZVPD.

```
94
Properties=species:S:1:pos:R:3:forces:R:3
C 0.255 -0.420 -1.049 -0.3 0.2 0.3
C 0.116 -1.626 -1.922 -0.4 -0.1 -0.1
O 0.166 -1.234 -3.301 -0.1 -0.1 -0.2
B 0.947 -2.072 -4.060 0.4 0.4 0.2
O 0.432 -3.176 -4.707 -0.1 -0.5 0.9
P 2.837 -1.672 -4.280 0.6 -0.1 -0.9
N 2.920 -0.007 -3.876 -0.2 -0.5 0.5
C 3.605 -2.706 -2.933 -0.1 0.1 -0.2
C 5.128 -2.710 -2.949 -0.3 0.0 0.2
H 0.973 0.270 -1.458 0.3 0.1 0.0
H 0.545 -0.688 -0.039 0.1 -0.2 0.2
H -0.693 0.099 -0.975 -0.2 0.2 -0.1
H 0.894 -2.345 -1.669 0.2 -0.2 -0.2
H -0.839 -2.115 -1.759 -0.1 -0.2 0.1
H 0.783 -3.976 -4.278 -0.1 0.2 -0.7
H 3.857 0.368 -3.933 -0.1 0.1 0.0
H 2.457 0.260 -3.015 0.1 0.2 0.0
H 3.258 -2.397 -1.951 -0.1 -0.1 0.2
H 3.275 -3.725 -3.116 -0.3 -0.3 0.0
H 5.540 -2.875 -3.934 0.0 0.1 -0.3
H 5.490 -1.765 -2.568 0.3 0.3 0.0
H 5.497 -3.502 -2.305 0.1 -0.1 0.2
C -0.036 3.467 1.675 0.0 0.0 0.0
C 0.611 2.626 0.873 0.0 0.0 0.0
C 1.134 3.070 -0.444 0.0 0.0 0.0
O 1.721 2.305 -1.178 0.1 0.2 0.0
C 0.909 4.485 -0.830 0.0 0.1 0.0
C 0.262 5.325 -0.028 0.0 0.0 0.0
C -0.260 4.881 1.287 0.0 0.0 0.0
O -0.848 5.647 2.022 0.0 -0.1 -0.1
H -0.425 3.166 2.640 0.0 0.0 0.0
H 0.787 1.592 1.137 0.0 0.0 0.0
H 1.299 4.787 -1.794 0.0 0.0 0.0
H 0.088 6.361 -0.289 0.0 0.0 0.0
C -3.017 -5.799 1.272 0.0 0.0 0.0
C -1.913 -5.076 1.108 0.0 0.0 0.0
C -1.971 -3.597 1.005 0.0 0.0 0.0
O -0.964 -2.938 0.853 0.0 0.0 0.0
C -3.305 -2.954 1.092 0.0 0.0 0.0
C -4.410 -3.677 1.256 0.0 0.1 0.0
C -4.350 -5.155 1.360 -0.1 0.0 0.0
O -5.359 -5.812 1.511 0.1 0.0 0.1
H -2.999 -6.879 1.349 0.0 0.0 0.0
H -0.929 -5.524 1.042 0.0 0.0 0.0
H -3.324 -1.875 1.012 0.0 0.0 0.0
H -5.394 -3.231 1.317 0.0 0.0 0.0
C -2.561 8.301 4.467 0.1 0.0 0.0
C -1.336 8.090 3.993 0.0 0.0 0.0
C -0.161 8.778 4.579 0.0 0.0 0.0
O 0.960 8.581 4.153 0.0 0.0 0.0
C -0.399 9.705 5.713 0.0 0.0 0.0
C -1.624 9.917 6.184 0.1 0.0 0.0
C -2.803 9.231 5.598 -0.1 0.0 0.0
O -3.919 9.422 6.029 0.0 0.0 0.0
H -3.434 7.809 4.056 0.0 0.0 0.0
H -1.137 7.414 3.171 0.0 0.0 0.0
H 0.475 10.191 6.129 0.0 0.0 0.0
H -1.820 10.588 7.010 0.0 0.0 0.0
C 9.045 -3.543 -7.140 0.0 0.0 0.1
C 8.525 -2.690 -6.262 0.0 0.0 0.0
C 7.236 -2.003 -6.529 -0.1 0.0 0.0
O 6.760 -1.225 -5.732 0.1 0.0 0.0
C 6.548 -2.307 -7.808 0.0 0.0 -0.1
C 7.069 -3.161 -8.685 0.0 0.0 0.0
C 8.358 -3.847 -8.421 0.0 0.0 0.0
O 8.832 -4.627 -9.218 0.0 0.0 0.0
H 9.984 -4.054 -6.967 0.0 0.0 0.0
H 9.009 -2.455 -5.323 0.0 0.0 0.0
H 5.608 -1.798 -7.978 0.0 0.0 0.1
H 6.584 -3.397 -9.624 0.0 0.0 0.0
C 0.447 3.714 7.886 0.0 0.0 0.0
C -0.146 4.790 8.398 0.0 -0.1 0.0
C 0.120 6.145 7.855 0.0 0.0 0.0
O -0.421 7.127 8.318 0.0 0.0 0.0
C 1.071 6.255 6.721 0.0 0.0 0.0
C 1.664 5.180 6.209 0.0 0.0 0.0
C 1.397 3.824 6.750 0.0 0.0 0.0
O 1.930 2.842 6.280 0.0 0.0 0.0
H 0.268 2.717 8.266 0.0 0.0 0.0
H -0.843 4.732 9.224 0.0 0.0 0.0
H 1.252 7.250 6.338 0.0 0.0 0.0
H 2.357 5.240 5.380 0.0 0.0 0.0
C -8.812 -6.542 -2.459 0.0 0.0 0.0
C -9.084 -7.827 -2.670 0.0 0.1 0.0
C -8.597 -8.880 -1.744 0.0 -0.1 0.0
O -8.844 -10.051 -1.940 0.0 0.0 0.0
C -7.797 -8.444 -0.573 0.0 0.1 0.0
C -7.524 -7.159 -0.359 0.0 -0.1 0.0
C -8.011 -6.108 -1.286 0.0 0.0 0.0
O -7.764 -4.935 -1.097 0.0 0.0 0.0
H -9.156 -5.759 -3.122 0.0 0.0 0.0
H -9.666 -8.165 -3.518 0.0 0.0 0.0
H -7.452 -9.228 0.089 0.0 0.0 0.0
H -6.941 -6.822 0.488 0.0 0.0 0.0
```
Forces are in eV/Å.

- LUMO: -1.86 eV
- Total charge: 0
- SMILES: O=C1C=CC(=O)C=C1.O=C1C=CC(=O)C=C1.O=C1C=CC(=O)C=C1.O=C1C=CC(=O)C=C1.O=C1C=CC(=O)C=C1.O=C1C=CC(=O)C=C1.CCOB(O)P(N)CC
- 2S+1: 1
- Kohn-Sham gap: 5.9 eV

Entry 5:
This record from the OMol25 dataset describes the ion C9H16N3OS with charge +1. The level of theory is ωB97M-V/def2-TZVPD.

```
30
Properties=species:S:1:pos:R:3:forces:R:3
C -1.072 -0.998 -0.063 1.2 -0.8 1.3
C 1.205 -0.944 0.424 0.0 -0.2 -0.3
C -2.833 0.828 -0.820 0.1 -0.8 -0.4
C -3.673 -1.877 -0.092 1.5 2.6 0.0
C -1.510 1.449 -0.315 0.8 1.5 0.0
C -0.605 0.329 -0.013 -2.4 -3.2 -1.3
C -1.560 2.432 0.871 -1.9 2.0 -3.7
C 4.114 -0.005 -0.771 0.2 1.0 -2.4
C 3.519 -0.221 0.602 2.5 -2.1 -0.6
N 0.139 -1.752 0.338 0.0 -1.6 -1.0
N 0.770 0.295 0.195 -0.1 -0.2 0.5
N 2.507 -1.239 0.658 -0.7 -1.8 0.3
O -2.154 -1.848 -0.379 1.4 0.2 0.1
S -4.002 -0.077 0.363 0.7 -0.3 -0.7
H -3.466 1.570 -1.290 0.0 0.2 0.0
H -2.445 0.139 -1.611 -1.1 0.4 0.4
H -4.105 -2.111 -1.182 0.9 -0.1 3.0
H -3.900 -2.437 0.923 0.4 0.5 -2.7
H -1.108 2.070 -1.168 -0.4 -0.9 0.5
H -1.449 1.988 1.767 0.4 -1.4 3.1
H -2.574 2.834 0.771 0.0 0.1 0.7
H -0.958 3.334 0.735 0.4 -0.5 0.1
H 3.748 -0.869 -1.454 0.7 1.7 0.8
H 3.941 1.076 -1.265 0.1 -2.6 1.0
H 5.217 -0.100 -0.657 -0.8 0.1 -0.5
H 4.395 -0.561 1.180 -0.7 -0.3 0.2
H 3.279 0.626 1.117 -1.2 2.4 1.2
H 0.339 -2.752 0.099 -0.9 1.3 0.5
H 1.385 1.055 0.353 0.1 1.0 0.0
H 2.854 -2.235 0.683 -1.0 1.7 0.0
```
Forces are in eV/Å.

- Relative energy (zero: lowest compared OMol25 entry of this formula, charge and spin): 203.8 kJ/mol
- LUMO: -2.59 eV
- Total charge: +1
- SMILES: CC/[NH+]=c1/[nH]c2c([nH]1)[C@H](C)CSCO2
- 2S+1: 1
- Kohn-Sham gap: 9.2 eV

Entry 6:
This record from the OMol25 dataset describes the molecule C4H10N2O. The level of theory is ωB97M-V/def2-TZVPD.

```
17
Properties=species:S:1:pos:R:3:forces:R:3
O -1.797 0.076 -0.610 2.1 -0.7 0.4
C -0.633 -0.249 -0.382 1.2 -0.5 0.0
N 0.464 0.133 -1.215 0.5 1.0 1.2
C 1.749 0.851 -0.646 1.8 -1.4 -0.4
N 1.408 1.975 0.177 0.3 1.1 -2.3
C -0.135 -1.102 0.827 -1.4 -2.0 -2.5
C -1.303 -1.811 1.467 1.5 -0.2 4.4
H 0.097 0.932 -1.698 -0.4 0.1 -1.1
H 2.369 1.127 -1.722 -1.8 -0.5 3.4
H 2.514 0.294 0.062 -1.8 0.0 -2.0
H 0.964 1.772 1.062 -0.2 0.0 -0.4
H 0.890 2.590 -0.472 -0.1 0.1 1.5
H 0.725 -1.819 0.690 -1.0 0.6 -1.0
H 0.345 -0.414 1.403 0.9 2.2 2.4
H -1.958 -1.100 2.005 0.1 -0.3 -0.6
H -0.862 -2.460 2.385 -1.1 1.1 -2.2
H -1.882 -2.427 0.835 -0.4 -0.6 -0.8
```
Forces are in eV/Å.

- Relative energy (zero: lowest compared OMol25 entry of this formula, charge and spin): 255.8 kJ/mol
- LUMO: 0.85 eV
- Total charge: 0
- SMILES: CCC(=O)NCN
- 2S+1: 1
- Kohn-Sham gap: 10.5 eV

Entry 7:
This record from the OMol25 dataset describes the molecule C2HCl2N. The level of theory is ωB97M-V/def2-TZVPD.

```
6
Properties=species:S:1:pos:R:3:forces:R:3
C 0.437 -0.320 0.951 -0.2 -0.1 -2.7
C 0.117 -0.044 -0.428 -0.5 3.6 -1.7
N 0.421 -0.399 2.076 0.5 -0.5 2.8
Cl -0.739 -1.260 -1.350 0.5 0.0 0.4
Cl -1.104 1.458 -0.155 0.8 -1.1 -0.4
H 0.867 0.566 -1.095 -1.0 -1.9 1.6
```
Forces are in eV/Å.

- Relative energy (zero: lowest compared OMol25 entry of this formula, charge and spin): 65.5 kJ/mol
- LUMO: -0.43 eV
- Total charge: 0
- SMILES: N#CC(Cl)Cl
- 2S+1: 1
- Kohn-Sham gap: 11.1 eV

Entry 8:
This record from the OMol25 dataset describes a structure of composition C3H11Cl2N2O2Sn. The level of theory is ωB97M-V/def2-TZVPD.

```
21
Properties=species:S:1:pos:R:3:forces:R:3
C 2.100 1.273 -0.355 1.9 0.2 0.4
Sn 0.472 -0.794 -0.302 0.0 -0.7 -0.3
N -1.358 -2.023 -0.677 -0.4 0.7 -0.2
N -0.286 0.152 -2.638 1.1 1.0 0.1
H -1.959 -1.186 -0.727 -0.3 -1.1 -0.2
H 2.336 0.217 0.078 -1.6 1.9 -0.9
H 2.664 1.629 0.503 1.1 1.3 -0.6
H 1.316 2.077 -0.451 -0.5 -2.0 0.7
H 2.571 1.255 -1.348 0.7 0.3 0.6
H -1.238 0.520 -2.784 0.6 -0.4 0.0
H -0.058 -0.587 -3.306 -0.4 0.3 0.0
H 0.379 0.942 -2.872 -1.1 -1.1 0.4
H -1.168 -2.510 -1.543 -0.7 0.0 0.0
H -1.583 -2.640 0.086 -0.4 -0.1 0.0
Cl -0.318 -1.862 2.371 -0.1 1.1 0.4
C -0.379 -0.056 2.800 0.3 -0.4 0.7
Cl 1.284 0.578 2.991 -0.5 -0.3 -0.1
C -1.114 0.798 1.759 -1.1 0.5 -0.5
O -1.880 1.633 2.166 0.6 -0.5 0.0
O -0.904 0.586 0.461 0.6 -0.7 0.6
H -0.876 0.000 3.788 0.3 0.0 -0.8
```
Forces are in eV/Å.

- Relative energy (zero: lowest compared OMol25 entry of this formula, charge and spin): 105.0 kJ/mol
- LUMO: -3.65 eV
- Total charge: +1
- 2S+1: 1
- Kohn-Sham gap: 9.0 eV

Energy list, top to bottom, in a.u.: -5538.7983 -232.4042 -407.0300 -3020.6071 -989.9023 -343.1040 -1051.9006 -1515.3295
Max |F| list, top to bottom, in eV Å⁻¹: 1.4 2.0 5.9 1.1 4.6 4.7 4.0 2.7